(1)
Computed, not measured: C46H60N4O3S2Sb3Tl as an isolated structure at a distorted geometry, with ωB97M-V with the def2-TZVPD basis set.

The HOMO-LUMO gap (alpha / beta) comes out at 2.21 / 2.24 eV.

Structure (ORCA input):
```
! RIJCOSX wB97M-V def2-TZVPD def2/J DEFGRID3
* xyz -2 1
Tl -0.6028 -0.5367 -0.4601
C -1.6803 0.0629 -5.0035
C -2.1505 1.5123 -4.9378
C -3.2934 1.7832 -3.9627
Sb -2.7818 1.9333 -1.8112
C -5.0932 2.1792 -1.2203
C -5.6301 3.4963 -1.0938
C -6.2815 3.6735 0.2516
C -7.0868 2.7253 0.7931
C -6.8990 1.3339 0.3512
C -5.6645 0.9998 -0.3904
C -1.8523 3.9753 -1.7838
C -2.5462 5.1546 -2.1435
C -2.0345 6.4159 -1.7268
C -0.7549 6.5180 -1.1040
C 0.0038 5.3617 -0.9151
C -0.5799 4.0881 -1.1599
Sb -0.2159 -0.6168 -3.4547
C -0.1237 -2.6613 -4.1734
C 0.3305 -2.8077 -5.4725
C 0.6863 -4.0608 -5.9997
C 0.5474 -5.1628 -5.1967
C 0.1009 -5.0606 -3.8720
C -0.1816 -3.7961 -3.3364
C 1.6413 0.2355 -4.2301
C 2.6229 0.4796 -3.2336
C 3.8331 1.1384 -3.6303
C 4.1034 1.3780 -4.9676
C 3.0300 1.2589 -5.9310
C 1.7675 0.8650 -5.4900
H -1.2001 -0.0926 -5.9872
H -2.5135 -0.6357 -4.8948
H -2.5322 1.7967 -5.9207
H -1.2852 2.1548 -4.7070
H -4.0635 0.9955 -4.0260
H -3.7818 2.7400 -4.1633
H -5.8114 4.4228 -1.6871
H -6.1092 4.6161 0.7659
H -7.7995 2.9515 1.5856
H -7.6437 0.7203 0.8905
H -5.0248 0.3000 -0.0134
H -3.4677 5.0839 -2.7329
H -2.6536 7.3120 -1.8815
H -0.3661 7.5145 -0.8519
H 1.0554 5.4268 -0.6199
H -0.0615 3.1856 -0.8790
H 0.4376 -1.9201 -6.0749
H 1.0456 -4.1332 -7.0180
H 0.7877 -6.1405 -5.6063
H 0.0083 -5.9353 -3.2257
H -0.4922 -3.7007 -2.3173
H 2.4102 0.2206 -2.1990
H 4.6495 1.3111 -2.9355
H 5.0493 1.7950 -5.3247
H 3.2277 1.6537 -6.9207
H 0.8606 1.0184 -6.0871
H 0.6657 -1.6002 -2.0942
S 0.7864 -1.3117 3.7084
C -1.6061 0.3978 6.5136
N -0.4916 0.7564 5.8786
C 3.4078 -4.9929 0.1463
C 2.6652 -4.7425 1.4639
C 1.8977 -5.9994 1.8472
Sb 1.5719 -2.6894 1.2495
C 0.7172 -2.9449 3.8179
C -0.5576 -3.5580 3.2816
C 1.6247 -3.8381 4.7209
C 3.5859 -1.6325 1.3394
C 4.6283 -2.0561 2.4455
C 4.2214 -1.5189 -0.0367
H 3.8865 -5.9843 0.1264
H 4.1546 -4.2124 -0.0321
H 2.7215 -4.9600 -0.7073
H 3.3740 -4.3951 2.2249
H 0.8943 -5.7591 2.2093
H 2.4002 -6.6005 2.6183
H 1.7297 -6.6592 0.9720
H 3.7841 -0.4386 7.3082
H -0.3450 -4.6908 3.3123
H -0.8958 -3.1315 2.2889
H -1.4066 -3.4056 4.0185
H 1.7252 -4.9178 4.5346
H 1.1279 -3.8986 5.7186
H 2.6387 -3.4114 4.9071
H 3.1178 -0.6835 1.6784
H 5.0664 -3.0346 2.2039
H 4.1913 -2.1045 3.4418
H 5.4468 -1.3346 2.4900
H 5.2862 -1.8262 0.0814
H 4.1303 -0.5260 -0.4677
H 3.7300 -2.1588 -0.7856
C 4.0863 4.2519 -0.1957
N 3.3759 3.6355 0.9534
C 4.2821 3.5203 2.1113
C 2.5098 2.6354 0.8650
N 1.6218 1.8120 0.6489
H 4.6277 3.4666 -0.7494
H 4.7537 5.0216 0.2004
H 3.2774 4.6877 -0.8296
H 5.2042 4.0846 2.0122
H 4.5350 2.4538 2.2702
H 3.7315 3.8310 3.0102
N -3.5089 2.0968 1.8632
C -3.3593 1.2592 2.9792
C -3.4215 1.5932 4.3725
C -2.8112 0.7499 5.4030
C -3.1009 -0.4774 5.2784
C -2.5466 -0.7613 3.8775
C -2.6398 0.0520 2.7921
S -3.5606 -1.2702 6.8501
O -4.7618 -1.9674 6.4637
O -2.4562 -2.3168 6.9877
O -3.7130 -0.3359 7.9615
H -3.7394 3.1261 2.3228
H -2.4982 2.3721 1.5966
H -3.6215 2.5004 4.4798
H -0.2578 1.2677 6.7784
H -1.9374 -1.6118 3.4392
H -1.8866 -0.3400 1.9699
*
```

(2)
Computed, not measured: one molecule with the formula C4H11IN2OS at a distorted geometry, with ωB97M-V with the def2-TZVPD basis set.

As for the SMILES: CC[C@@H](C)N[S@](=N)(=O)I. The HOMO-LUMO gap comes out at 8.59 eV.

Structure (ORCA input):
```
! RIJCOSX wB97M-V def2-TZVPD def2/J DEFGRID3
* xyz 0 1
C -0.7436 2.0066 -1.5051
C -0.6923 1.3927 -0.1391
C 0.1448 0.1559 -0.0475
C 1.6430 0.3854 0.2080
N -0.3242 -0.6531 0.9954
S -0.2746 -2.2796 0.6608
N -0.2135 -2.9429 2.0429
O 0.8251 -2.6253 -0.5590
I -2.4727 -2.2914 -0.3043
H -1.1905 1.2428 -2.1597
H -1.0092 3.1079 -1.6047
H 0.2796 1.9353 -1.9904
H -0.3524 2.2586 0.4698
H -1.6684 1.2846 0.3929
H 0.0186 -0.2366 -1.0722
H 2.1643 -0.5348 0.0720
H 1.9724 1.1686 -0.4261
H 1.9403 0.9174 1.1623
H -0.1304 -0.4081 2.0508
H 0.0838 -3.8841 1.7534
*
```

(3)
Computed, not measured: one molecule with the formula C22H20O4, with ωB97M-V with the def2-TZVPD basis set.

As for the SMILES: COc1ccccc1OCCOc1ccc(C(=O)c2ccccc2)cc1. The HOMO-LUMO gap comes out at 8.68 eV.

Structure (ORCA input):
```
! RIJCOSX wB97M-V def2-TZVPD def2/J DEFGRID3
* xyz 0 1
C 0.2681 2.2292 -5.5209
O 0.8962 1.5533 -4.4594
C 1.5374 0.3658 -4.7141
C 1.6602 -0.1693 -5.9908
C 2.3305 -1.3592 -6.2153
C 2.8928 -2.0418 -5.1550
C 2.7670 -1.5297 -3.8784
C 2.0947 -0.3372 -3.6299
O 2.1074 0.0423 -2.3129
C 1.1591 0.9401 -1.7855
C -0.2647 0.3580 -1.8251
O -1.1735 1.1269 -1.0724
C -1.1946 1.0285 0.2818
C -0.4210 0.1581 1.0470
C -0.5656 0.1287 2.4216
C -1.4690 0.9694 3.0651
C -1.6259 0.9932 4.5368
O -1.9729 1.9981 5.1273
C -1.3442 -0.2720 5.2668
C -1.6925 -1.5144 4.7420
C -1.4510 -2.6653 5.4699
C -0.8556 -2.5889 6.7189
C -0.5183 -1.3550 7.2516
C -0.7719 -0.2012 6.5345
C -2.2184 1.8622 2.2950
C -2.0948 1.8837 0.9268
H -0.4982 1.6099 -5.9981
H 0.9913 2.5612 -6.2723
H -0.2044 3.1000 -5.0684
H 1.2376 0.3539 -6.8334
H 2.4110 -1.7410 -7.2213
H 3.4215 -2.9683 -5.3148
H 3.1944 -2.0404 -3.0300
H 1.4705 1.0834 -0.7462
H 1.1771 1.9068 -2.2946
H -0.2473 -0.6876 -1.4924
H -0.6474 0.3916 -2.8479
H 0.2986 -0.5010 0.5876
H 0.0552 -0.5396 3.0003
H -2.1735 -1.5743 3.7765
H -1.7290 -3.6264 5.0625
H -0.6625 -3.4913 7.2802
H -0.0635 -1.2939 8.2292
H -0.5261 0.7696 6.9385
H -2.9041 2.5273 2.7978
H -2.6807 2.5567 0.3212
*
```

The following ΔE to the lowest compared entry with this formula, charge and spin values (in eV) correspond, in order, to the records above: 14.3197; 1.1176; 0.1923.